No. 1
Computed, not measured: 9 unconnected molecules or ions with the total composition C2H19O10 at a distorted geometry, with wB97M-V/def2-TZVPD.

XYZ file:
```
31
Properties=species:S:1:pos:R:3:mulliken_charge:R:1
O -28.270 -10.327 17.919 -0.669
O -27.354 -6.157 14.770 -0.681
O -31.249 -9.182 18.223 -0.701
O -28.855 -7.640 17.458 -0.966
O -27.781 -3.292 16.693 -0.671
O -26.343 -3.487 19.357 -0.672
O -24.689 -6.968 17.405 -0.673
O -27.567 -5.860 17.746 -0.443
O -32.644 -7.989 20.235 -0.647
O -31.124 -6.444 15.974 -0.684
C -28.504 -6.610 18.090 0.834
C -29.156 -6.384 19.461 -1.182
H -27.062 -2.852 19.347 0.313
H -28.334 -6.175 20.146 0.406
H -28.316 -9.370 17.798 0.466
H -31.994 -7.519 20.762 0.309
H -26.736 -4.300 19.024 0.336
H -25.557 -6.643 17.660 0.309
H -29.182 -10.599 18.031 0.283
H -30.541 -8.601 17.917 0.453
H -30.486 -6.770 16.618 0.275
H -27.731 -4.149 17.135 0.305
H -32.183 -8.204 19.414 0.384
H -26.963 -2.854 16.932 0.303
H -29.692 -7.265 19.810 0.261
H -27.661 -6.320 15.668 0.296
H -24.399 -7.494 18.152 0.281
H -29.834 -5.533 19.388 0.294
H -31.934 -6.326 16.474 0.296
H -28.157 -6.012 14.266 0.289
H -31.293 -9.876 17.563 0.297
```

Computed properties:
HOMO level (eV): -7.117
Net charge: -1

---

No. 2
Computed, not measured: C2H2 in the gas phase at a distorted geometry, with wB97M-V/def2-TZVPD.

XYZ file:
```
4
Properties=species:S:1:pos:R:3:mulliken_charge:R:1
C -0.518 0.038 0.301 -0.371
C 0.510 -0.028 -0.326 -0.308
H 1.542 -0.234 -0.622 0.322
H -1.499 0.173 0.770 0.357
```

Computed properties:
HOMO level (eV): -10.729
SMILES string: C#C

---

Here are the calculated energy above the lowest of the compared OMol25 structures with the same formula, charge and spin numbers, same order: 0.0; 1.8 (kcal per mole).
Here are the calculated HOMO-LUMO gap numbers, same order: 10.0; 12.1 (eV).